a:
{"formula": "C30H19F5N4O4S2Sn", "method": "the ωB97M-V functional and the def2-TZVPD basis", "symbols": ["H", "N", "N", "C", "Sn", "F", "C", "C", "H", "H", "C", "O", "C", "H", "C", "H", "F", "H", "C", "C", "C", "C", "S", "C", "H", "C", "C", "C", "C", "F", "H", "C", "C", "C", "N", "C", "C", "H", "C", "H", "O", "H", "C", "O", "C", "C", "S", "C", "C", "H", "F", "F", "O", "H", "H", "H", "H", "H", "C", "C", "H", "H", "C", "N", "C"], "positions_angstrom": [[5.94575, 4.15074, -0.85476], [-2.23739, -0.17336, 0.53459], [-2.51477, 1.00643, 1.21023], [-2.41094, -0.70162, -4.10938], [-0.12237, -0.23501, -0.33790], [-3.53154, -0.21148, -4.64536], [-1.43209, 2.94057, 2.17690], [1.51377, -2.26960, 1.98672], [-1.22110, 6.34578, 4.02344], [1.71733, -4.52146, 4.53096], [-0.52473, -2.17612, -4.23669], [-0.16786, -2.16303, 0.27224], [1.33374, -4.01724, 3.65498], [-0.37646, -5.30415, 3.45067], [-2.46321, 4.70148, 3.46748], [-1.25080, -4.14321, 1.44278], [0.17633, -3.09283, -4.90454], [2.91759, -2.58427, 3.57327], [2.30906, 1.27236, -0.86346], [4.29699, 2.78732, -0.80705], [4.62857, 4.43691, -2.52494], [-0.14296, 4.87757, 2.88220], [-3.18029, -2.46682, -0.47152], [-1.41557, 1.65290, 1.44840], [-4.39481, 3.32937, 3.26869], [-0.82023, -0.77243, -2.28902], [-5.71877, -1.60806, -0.21014], [-2.56190, 3.47709, 2.81018], [2.28537, -1.16597, 1.46729], [-2.10508, -2.09573, -5.97609], [-3.34406, 5.10567, 3.95548], [0.32652, -2.71378, 1.37442], [-0.33986, -3.81615, 1.92672], [-1.95922, -0.26474, -2.87770], [2.79720, 0.59545, 0.13698], [-0.23611, 3.66214, 2.23221], [-1.26982, 5.39714, 3.50431], [5.21285, 5.24513, -2.94610], [1.99832, -2.93817, 3.12037], [-5.22214, -3.59544, -0.92525], [1.15390, 1.03556, -1.41352], [-6.72170, -1.73552, 0.19503], [-4.91681, -2.88770, -0.15532], [-0.23311, 1.22682, 1.07186], [5.04126, 3.82107, -1.34966], [-1.68806, -1.66651, -4.78757], [-4.86328, -0.36299, 0.79422], [-0.11015, -1.71902, -2.99887], [0.15494, -4.45251, 3.04440], [4.60865, 2.29414, 0.10316], [-2.68008, 0.68628, -2.25961], [1.02083, -2.22389, -2.48911], [-3.74036, 2.80726, 2.79217], [-5.78659, -1.23591, -1.23239], [0.62758, 3.23688, 1.74061], [3.26310, -0.96782, 1.90355], [3.14519, 4.49302, -4.07374], [-4.98695, -3.36146, 0.82316], [2.71626, 2.98505, -2.61345], [-3.26904, -0.90055, 0.30253], [1.80690, 2.64744, -3.09129], [0.79550, 5.41404, 2.90263], [3.46820, 4.01559, -3.15772], [1.91306, -0.39924, 0.51078], [3.12881, 2.36712, -1.43805]], "e_homo_ev": -8.1, "multiplicity": 1, "charge": 0}

---

b:
{"formula": "C30H19F5N4O4S2Sn", "method": "the ωB97M-V functional and the def2-TZVPD basis", "symbols": ["C", "H", "C", "H", "H", "F", "S", "C", "H", "C", "F", "C", "H", "C", "C", "O", "H", "C", "C", "O", "F", "N", "H", "C", "C", "N", "C", "C", "H", "C", "C", "H", "C", "H", "C", "H", "H", "N", "H", "S", "H", "N", "C", "C", "Sn", "C", "H", "C", "C", "H", "C", "C", "C", "O", "C", "H", "C", "C", "O", "C", "F", "F", "H", "H", "C"], "positions_angstrom": [[3.74764, -2.08369, -0.27263], [7.58281, -2.07726, -0.72731], [-1.69363, -3.02053, 1.85098], [-1.72057, 0.81696, 3.22145], [0.23218, -3.25126, 2.85112], [-5.24158, 1.34274, -1.11016], [1.67604, 3.30523, -1.95531], [-4.43143, -3.47174, 1.66626], [3.66041, -1.37553, -2.28661], [-2.86364, 0.67026, -3.73812], [-2.77027, 0.75414, -5.06678], [2.17963, 1.92241, -4.20655], [1.16918, 2.03832, -4.59818], [4.57613, -2.49957, 0.76826], [-0.27439, -2.85990, 1.96880], [1.51002, -1.67682, -1.09057], [3.70176, 3.09753, -3.21829], [5.68524, -1.67709, -1.64262], [2.27900, -2.05425, -0.08520], [-1.71834, -2.42242, -0.47868], [-5.05026, 1.52955, -3.80563], [1.81923, -2.39278, 1.08837], [-1.89118, -3.68408, 3.88398], [5.94953, -2.49797, 0.60058], [-1.53555, 1.88216, 3.24458], [0.44188, 2.05902, 0.18742], [-0.77844, 2.43722, 2.20635], [-2.04229, 2.66256, 4.26008], [-4.24444, -2.82104, -0.37728], [-2.42021, -3.49647, 2.95624], [2.64708, 3.16706, -3.48094], [-2.20385, 4.66363, 5.03020], [-0.29291, 1.54195, 1.14395], [4.13032, -2.81171, 1.70163], [1.48046, 1.57382, -1.74474], [6.11917, -1.35672, -2.58107], [0.49849, 3.76506, 0.62791], [0.82922, 1.11954, -0.73748], [2.85453, 1.63719, -5.01241], [2.18224, 0.57590, -2.99503], [-4.32193, -4.07902, 3.73492], [0.44814, -2.39151, 1.01790], [-1.05477, 4.60651, 3.23663], [-2.36286, -2.78014, 0.62080], [-0.33018, -0.90528, -0.45283], [-3.74820, -3.01150, 0.56590], [-2.61983, 2.21647, 5.05800], [-1.81461, 0.18444, -2.98016], [-4.02357, 1.06692, -3.09826], [2.47099, 4.07025, -4.06359], [-3.04975, 0.46985, -0.99535], [-1.87071, 0.08239, -1.60676], [-1.80079, 4.03594, 4.24554], [0.19071, 4.44776, 1.26470], [-3.77144, -3.71692, 2.87797], [-5.49657, -3.65276, 1.59526], [-0.53005, 3.82098, 2.20883], [6.50756, -2.08335, -0.60281], [-0.61272, 0.29262, 1.21340], [-4.11858, 0.96840, -1.72158], [-3.20475, 0.36433, 0.32792], [-0.71208, -0.21133, -3.63711], [-0.85236, 5.66899, 3.21134], [6.59094, -2.81489, 1.41249], [4.30822, -1.68058, -1.47971]], "e_homo_ev": -8.2, "multiplicity": 1, "charge": 0}

---

Of them, a has the highest stability.

---

a:
{"formula": "C4H16NO2", "method": "the ωB97M-V functional and the def2-TZVPD basis", "symbols": ["H", "H", "H", "H", "H", "H", "H", "H", "O", "H", "O", "H", "C", "H", "C", "H", "H", "H", "H", "C", "H", "C", "N"], "positions_angstrom": [[-0.85701, 0.65961, 0.46786], [0.41262, -2.52020, -1.25669], [-0.58059, -0.65330, 1.28166], [-3.07369, 0.74449, 0.77995], [0.84837, 0.70210, -2.33374], [0.59356, 0.68587, 1.21780], [-0.62550, -1.45650, -2.22451], [-2.69314, 1.74552, -0.31249], [-2.38766, 1.37173, 0.52023], [-0.29072, -2.66200, 2.76062], [-0.69457, -1.80607, 2.59667], [-1.18639, -1.58042, 3.40553], [1.28607, 0.56458, -1.34630], [-1.10013, -1.73750, -0.65275], [1.45495, 1.92878, -0.66894], [1.93534, 2.66328, -1.33177], [1.54384, -1.01872, -0.05281], [2.30250, 0.18216, -1.57805], [2.16254, 1.85732, 0.16476], [-0.18749, -1.60960, -1.21725], [0.50397, 2.43517, -0.45315], [0.64927, -0.53752, -0.49318], [-0.01613, 0.04121, 0.72657]], "e_homo_ev": -15.2, "multiplicity": 1, "charge": 1}

---

b:
{"formula": "C4H16NO2", "method": "the ωB97M-V functional and the def2-TZVPD basis", "symbols": ["H", "H", "H", "H", "H", "H", "H", "C", "H", "C", "C", "H", "O", "H", "O", "H", "H", "C", "H", "H", "H", "N", "H"], "positions_angstrom": [[-1.80002, -1.63997, 1.91247], [-3.40704, -1.20916, 1.68216], [-0.11833, 1.09708, 0.76757], [-1.76144, -1.92431, -0.89849], [0.49758, 0.12505, -1.54963], [-2.48826, -0.00660, 2.46173], [-1.51888, 1.51538, 1.63867], [-1.21816, 1.18428, 0.62203], [4.79129, -0.15545, 1.04522], [-2.07893, -0.13043, 0.33850], [-1.09282, -1.07090, -0.52122], [-0.10921, -1.30424, -2.34584], [1.86986, 1.28036, -1.53893], [-3.06827, 0.22829, -0.12119], [3.80946, -0.23283, 1.36358], [-1.54479, 2.12862, -0.04528], [-0.29706, -1.39504, 0.15099], [-2.44591, -0.84089, 1.58661], [-0.72006, 0.06529, -2.43431], [4.06077, -0.18117, 2.37848], [2.53391, 1.67903, -2.14518], [-0.28433, -0.47372, -1.77957], [2.52055, 1.06066, -0.79310]], "e_homo_ev": -14.6, "multiplicity": 1, "charge": 1}

---

c:
{"formula": "C4H16NO2", "method": "the ωB97M-V functional and the def2-TZVPD basis", "symbols": ["N", "H", "H", "C", "H", "O", "C", "O", "H", "H", "H", "C", "H", "H", "H", "H", "C", "H", "H", "H", "H", "H", "H"], "positions_angstrom": [[-0.64806, -0.29319, -0.31944], [-2.18454, -4.05989, -1.51784], [2.14690, 1.55440, -0.68480], [1.97191, 0.69477, 1.27585], [0.00477, 1.89441, 0.89694], [-1.78833, 0.93860, -2.28227], [2.61567, 0.84360, -0.08821], [-1.98497, -3.29241, -0.93503], [-0.51644, -0.99808, 1.57614], [-1.19627, -1.19578, -0.22951], [-1.10390, 0.24354, -1.07628], [-0.65042, -0.02200, 1.15074], [2.61961, -0.10396, -0.68539], [2.33701, 1.27102, 2.13990], [-2.62774, 1.54659, -2.12644], [3.63481, 1.19216, 0.01822], [0.37846, 0.96551, 1.44357], [0.27900, 1.17046, 2.55716], [2.19926, -0.33246, 1.62946], [-1.66438, 0.36224, 1.42869], [-2.88865, -3.24179, -0.65690], [0.25770, -0.44915, -0.55137], [-1.19138, 1.31143, -2.96321]], "e_homo_ev": -15.0, "multiplicity": 1, "charge": 1}

---

Of them, a has the highest stability.